A cluster of 8 separate species, C26H44N4O29S7 in total. Source: OMol25; level of theory: ωB97M-V with the def2-TZVPD basis set.

Computed properties:
HOMO energy in eV: -8.917
LUMO in hartree: 0.00640
E_tot in eV: -168852.815
Kohn-Sham gap in eV: 9.0912

CARTESIAN COORDINATES (ANGSTROEM)
N (2.8729, -1.1688, 1.4673)
C (2.9066, -1.8389, 0.3899)
C (2.8930, -1.2055, -0.9914)
C (1.5197, -0.6993, -1.4691)
C (0.3428, -1.7229, -1.5009)
C (-0.6170, -1.3861, -0.3507)
C (-0.6358, -2.4985, 0.7390)
N (-1.0020, -3.8518, 0.2512)
C (-2.0067, -0.8416, -0.6546)
C (-2.2658, 0.5211, -0.7004)
C (-3.5662, 0.8567, -0.9261)
C (-4.5782, -0.0398, -1.1187)
N (-4.3382, -1.3428, -1.1270)
C (-3.0822, -1.6766, -0.8935)
C (0.1354, -0.2209, 0.3826)
O (-0.0336, 0.1700, 1.5072)
N (1.0676, 0.3620, -0.5512)
H (2.8463, -0.1683, 1.2506)
H (2.9169, -2.9274, 0.5000)
H (3.5379, -0.3251, -0.9234)
H (3.3823, -1.8913, -1.6902)
H (1.7149, -0.3977, -2.5000)
H (-0.0870, -1.9826, -2.4677)
H (0.8312, -2.6752, -1.2329)
H (0.3584, -2.5746, 1.1853)
H (-1.3500, -2.1689, 1.4939)
H (-1.1489, -3.8561, -0.7515)
H (-1.9245, -4.0459, 0.6301)
H (-1.4951, 1.2644, -0.5552)
H (-3.8189, 1.9131, -0.9445)
H (-5.5856, 0.3336, -1.2610)
H (-2.8746, -2.7406, -0.8898)
H (0.6490, 1.0348, -1.1881)
C (7.3605, 0.7464, 2.4247)
C (5.9351, 1.1455, 2.1062)
O (5.9132, 1.2818, 0.6783)
S (6.9340, 0.2294, 0.0255)
O (6.2015, -0.9153, -0.3787)
O (7.7975, 0.9276, -0.8535)
O (7.7361, -0.1415, 1.3649)
H (8.0311, 1.6082, 2.4037)
H (7.4458, 0.2447, 3.3850)
H (5.6452, 2.0786, 2.5815)
H (5.2283, 0.3598, 2.3852)
C (-4.5176, 2.2286, 3.8196)
C (-3.0533, 2.4819, 3.5418)
O (-3.0403, 3.0952, 2.2448)
S (-4.3619, 3.9766, 2.0506)
O (-4.0489, 5.3330, 2.3435)
O (-4.9862, 3.5889, 0.8388)
O (-5.1969, 3.3772, 3.2781)
H (-4.8743, 1.3408, 3.2946)
H (-4.7284, 2.1305, 4.8810)
H (-2.4635, 1.5687, 3.5387)
H (-2.6271, 3.1894, 4.2569)
C (2.9600, 1.8033, -6.2606)
C (2.3554, 2.5254, -5.0763)
O (0.9991, 2.0574, -5.0252)
S (0.9401, 0.5381, -5.5365)
O (0.9490, -0.3218, -4.4033)
O (-0.0500, 0.4391, -6.5416)
O (2.3897, 0.4845, -6.2114)
H (2.6672, 2.2653, -7.1976)
H (4.0436, 1.7494, -6.2052)
H (2.3825, 3.6057, -5.1868)
H (2.8477, 2.2440, -4.1419)
C (-3.6643, -4.2059, 5.4063)
C (-2.2135, -3.8884, 5.1229)
O (-2.2126, -3.3663, 3.7859)
S (-3.5816, -2.5792, 3.5203)
O (-3.3587, -1.1908, 3.7217)
O (-4.1603, -3.0817, 2.3284)
O (-4.3982, -3.1412, 4.7808)
H (-3.9641, -5.1479, 4.9412)
H (-3.8797, -4.2432, 6.4690)
H (-1.5723, -4.7604, 5.1896)
H (-1.8393, -3.1109, 5.7916)
C (5.1001, -0.7723, -10.4620)
C (5.8165, 0.3640, -11.1593)
O (5.1169, 1.5411, -10.7348)
S (4.5808, 1.3330, -9.2388)
O (5.4934, 1.9331, -8.3336)
O (3.1955, 1.6253, -9.2254)
O (4.7749, -0.2555, -9.1656)
H (4.1692, -1.0295, -10.9712)
H (5.7193, -1.6606, -10.3699)
H (5.7891, 0.2748, -12.2416)
H (6.8538, 0.4456, -10.8273)
C (-1.6415, -8.6959, 6.7328)
C (-2.0475, -8.6315, 8.1900)
O (-1.2723, -7.5533, 8.7317)
S (-1.0473, -6.4382, 7.6046)
O (-2.0180, -5.4149, 7.7748)
O (0.3354, -6.1589, 7.5138)
O (-1.4833, -7.3256, 6.3395)
H (-0.6819, -9.2008, 6.6071)
H (-2.3900, -9.1828, 6.1135)
H (-1.8396, -9.5544, 8.7238)
H (-3.1047, -8.3790, 8.2985)
C (-3.9010, 8.1918, 0.1868)
C (-4.6756, 8.7902, 1.3357)
O (-4.1514, 10.1174, 1.4763)
S (-3.7168, 10.6721, 0.0329)
O (-4.7614, 11.4804, -0.4818)
O (-2.3806, 11.1352, 0.1176)
O (-3.7388, 9.2681, -0.7475)
H (-2.9103, 7.8635, 0.5067)
H (-4.4264, 7.3606, -0.2753)
H (-4.5520, 8.2298, 2.2580)
H (-5.7391, 8.8679, 1.0978)